(1)
Entry from OMol25: a structure of composition C33H46OP2PbSi at a distorted geometry (the ωB97M-V functional and the def2-TZVPD basis).

As for the net charge: 0. The HOMO-LUMO gap is 0.2816 hartree. The energy relative to the best compared isomer or geometry (same formula, charge and spin) comes out at 205.96 kJ/mol. The calculation puts the total energy at -2525.25888 hartree. The maximum force comes out at 2.898 eV Å⁻¹.

```
84
C33H46OP2PbSi, DFT the ωB97M-V functional and the def2-TZVPD basis
P 3.273 3.809 -0.392
P 1.543 2.606 -2.859
C 3.991 3.736 -2.158
C 2.895 3.958 -3.166
H 4.462 2.749 -2.277
H 4.785 4.490 -2.220
H 2.427 4.948 -3.037
H 3.282 3.877 -4.190
C 2.647 1.398 -3.753
H 2.085 0.477 -3.925
H 3.547 1.143 -3.179
H 2.973 1.816 -4.719
C 0.666 3.072 -4.393
H 1.332 2.953 -5.256
H 0.362 4.127 -4.313
H -0.201 2.427 -4.516
C 4.983 3.357 0.212
H 4.962 3.066 1.269
H 5.654 4.224 0.113
H 5.421 2.533 -0.369
C 3.600 5.645 -0.410
H 3.052 6.141 -1.216
H 4.673 5.815 -0.577
H 3.332 6.094 0.543
Pb -1.366 1.741 -0.249
C 2.205 -1.377 -1.962
C 3.511 -1.668 -2.076
C 4.511 -1.685 -0.929
C 3.942 -1.985 0.443
C 3.921 -0.840 1.402
C 3.424 0.343 1.040
C 2.614 0.588 -0.255
C 1.621 -0.428 -0.957
C -0.718 1.709 2.006
H 1.533 -1.904 -2.664
H 3.934 -2.047 -3.013
H 5.147 -0.786 -0.820
H 5.284 -2.433 -1.191
H 2.975 -2.479 0.313
H 4.565 -2.763 0.882
H 4.360 -1.065 2.395
H 3.301 1.180 1.752
H 3.378 0.832 -0.993
H 2.056 1.544 -0.119
H 1.140 -1.005 -0.137
H 0.788 0.096 -1.460
H -1.598 1.757 2.693
H 0.080 2.385 2.406
H -0.258 0.702 2.109
O -2.392 -0.124 0.228
Si -3.217 -1.288 0.973
C -4.011 -0.643 2.555
C -5.006 0.337 2.446
C -5.601 0.873 3.605
C -5.232 0.390 4.878
C -4.251 -0.622 4.975
C -3.615 -1.103 3.814
C -4.517 -1.991 -0.156
C -5.212 -1.131 -1.007
C -6.279 -1.626 -1.781
C -6.605 -2.987 -1.736
C -5.861 -3.862 -0.937
C -4.790 -3.355 -0.182
C -2.190 -2.720 1.488
C -2.881 -3.674 2.235
C -2.248 -4.830 2.703
C -0.876 -4.989 2.461
C -0.195 -4.060 1.672
C -0.848 -2.928 1.153
H -5.334 0.694 1.448
H -6.354 1.651 3.520
H -5.714 0.771 5.781
H -3.999 -1.038 5.942
H -2.796 -1.837 3.917
H -4.910 -0.079 -1.089
H -6.847 -0.941 -2.402
H -7.446 -3.372 -2.318
H -6.095 -4.917 -0.873
H -4.162 -4.061 0.366
H -3.949 -3.540 2.441
H -2.829 -5.571 3.241
H -0.359 -5.855 2.878
H 0.864 -4.225 1.438
H -0.340 -2.220 0.498
```

=====

(2)
Entry from OMol25: a structure of composition C33H46OP2SiSn at a distorted geometry (the ωB97M-V functional and the def2-TZVPD basis).

As for the net charge: 0. The HOMO-LUMO gap (spin up / spin down) is 0.2197 / 0.2196 hartree. The energy relative to the best compared isomer or geometry (same formula, charge and spin) comes out at 242.82 kJ/mol. The calculation puts the total energy at -2546.61519 hartree. The maximum force comes out at 4.411 eV Å⁻¹.

```
84
C33H46OP2SiSn, DFT the ωB97M-V functional and the def2-TZVPD basis
P 0.986 3.208 -1.161
P -1.845 0.680 0.695
C -0.918 3.098 -0.989
C -1.409 2.516 0.360
H -1.339 2.529 -1.835
H -1.266 4.140 -1.102
H -0.631 2.679 1.141
H -2.370 2.952 0.684
C -3.637 0.361 0.403
H -3.939 -0.492 1.027
H -3.827 0.060 -0.630
H -4.260 1.221 0.662
C -1.802 0.411 2.506
H -2.655 -0.212 2.810
H -1.847 1.383 3.029
H -0.881 -0.125 2.803
C 1.286 2.518 -2.871
H 2.372 2.384 -2.940
H 0.989 3.221 -3.658
H 0.846 1.533 -3.085
C 1.302 4.932 -1.716
H 0.983 5.633 -0.928
H 0.869 5.183 -2.698
H 2.403 4.960 -1.776
Sn -0.592 -0.249 -1.611
C -2.717 1.026 -3.132
C -2.285 -0.208 -3.575
C -2.225 -0.628 -5.022
C -1.713 0.440 -6.005
C -0.718 1.368 -5.364
C -0.967 2.627 -4.972
C -2.233 3.196 -4.372
C -3.287 2.136 -3.985
C 1.602 -0.438 -1.697
H -2.917 1.184 -2.063
H -2.333 -1.167 -2.973
H -3.219 -1.002 -5.337
H -1.554 -1.492 -5.082
H -1.198 -0.083 -6.829
H -2.586 0.965 -6.422
H 0.320 1.004 -5.387
H -0.228 3.373 -5.296
H -2.712 3.966 -5.007
H -1.967 3.735 -3.454
H -4.110 2.640 -3.426
H -3.815 1.783 -4.885
H 1.950 0.538 -1.329
H 1.956 -0.610 -2.702
H 1.817 -1.255 -1.025
O 0.205 -1.424 0.730
Si 0.958 -1.829 2.072
C -0.165 -2.823 3.256
C -0.692 -4.033 2.781
C -1.313 -4.933 3.652
C -1.444 -4.620 5.007
C -0.963 -3.403 5.499
C -0.331 -2.503 4.621
C 2.531 -2.816 1.694
C 2.401 -4.073 1.083
C 3.537 -4.829 0.765
C 4.814 -4.342 1.069
C 4.948 -3.120 1.744
C 3.810 -2.352 2.032
C 1.566 -0.372 3.151
C 2.303 -0.694 4.305
C 2.773 0.323 5.155
C 2.448 1.654 4.862
C 1.681 1.977 3.739
C 1.288 0.967 2.862
H -0.609 -4.280 1.724
H -1.720 -5.863 3.258
H -1.933 -5.304 5.692
H -1.090 -3.107 6.547
H 0.050 -1.551 5.014
H 1.408 -4.455 0.822
H 3.414 -5.785 0.248
H 5.699 -4.887 0.734
H 5.938 -2.734 1.988
H 3.933 -1.384 2.521
H 2.529 -1.747 4.535
H 3.385 0.040 6.024
H 2.835 2.433 5.523
H 1.413 3.007 3.538
H 0.717 1.241 1.977
```

=====

Question: The highest energy relative to the best compared isomer or geometry (same formula, charge and spin) belongs to which entry?
Answer: C33H46OP2SiSn

=====

Question: Which formula does entry 2 have?
Answer: C33H46OP2SiSn

=====

Question: Look up the maximum force of the first one.
Answer: 2.898 eV Å⁻¹

=====

Question: maximum force of number 2 (C33H46OP2SiSn)?
Answer: 4.411 eV Å⁻¹